1.
This record from the OMol25 dataset describes C5H4OTl as an isolated structure at a distorted geometry. The level of theory is ωB97M-V/def2-TZVPD.

Energy relative to the best compared isomer or geometry (same formula, charge and spin) (eV): 0.000
Charge: -1
Multiplicity: 1

Geometry as XYZ:
```
11
Properties=species:S:1:pos:R:3:nbo_charge:R:1
C 0.6555 0.3629 0.8096 -0.46
C -0.3034 -0.0376 1.8613 -0.49
C -1.0977 -0.4679 2.7143 -0.33
H 1.1881 1.2894 1.0737 0.23
H 1.9598 -0.4038 1.0111 0.20
C -0.1390 0.6635 -0.4686 0.17
Tl -1.3018 1.0696 -2.6954 0.65
O 0.0499 -0.3269 -1.2573 -0.76
C 1.4102 -1.1443 -0.0257 -0.63
H 0.8871 -2.0936 0.1452 0.23
H 2.1919 -0.8962 -0.7570 0.19
```

2.
This record from the OMol25 dataset describes C20H31NO3 as an isolated structure at a distorted geometry. The level of theory is ωB97M-V/def2-TZVPD.

Energy relative to the best compared isomer or geometry (same formula, charge and spin) (eV): 15.337
Charge: 0
Multiplicity: 1

Geometry as XYZ:
```
55
Properties=species:S:1:pos:R:3:nbo_charge:R:1
C 2.2554 1.8302 7.1145 -0.64
C 1.5077 1.4778 5.8028 -0.11
C 1.8448 1.7183 4.6010 -0.24
C 1.2321 1.6135 3.4152 -0.03
C 2.0077 2.0282 2.2312 -0.15
C 1.1634 1.9628 1.0942 -0.23
C -0.1311 1.4850 1.0275 0.27
C -0.6771 0.7570 2.2652 0.29
C -0.0179 0.9692 3.4859 -0.28
H -0.4944 0.7325 4.2815 0.20
O -2.1531 0.2180 2.2518 -0.54
C -2.5709 -0.3300 3.4538 -0.26
H -2.5747 0.5610 3.9979 0.18
H -3.6027 -0.7138 2.9826 0.22
H -1.8438 -1.0860 3.7881 0.18
O -0.7099 1.3213 -0.2132 -0.51
C -1.5160 0.3160 -0.6888 -0.10
C -1.0557 -1.1346 -0.4795 0.09
O -2.0928 -2.2972 -0.9250 -0.74
H -2.2229 -2.0039 -1.8138 0.46
C 0.2992 -1.4676 -1.2634 -0.26
N -0.2733 -1.4847 -2.6264 -0.52
C -0.0945 -3.0128 -3.0778 -0.22
C -0.6797 -3.1559 -4.4495 -0.50
C 0.2387 -2.7130 -5.4109 -0.36
C 0.0773 -1.0247 -5.1607 -0.44
H 0.7861 -0.2399 -5.8497 0.21
H -1.0628 -0.8158 -5.1045 0.20
C 0.5859 -0.5948 -3.6280 0.03
C 0.4509 0.8384 -3.4238 -0.54
C 1.5523 1.4938 -3.9321 -0.58
H 2.6666 1.2154 -3.5054 0.21
H 1.6031 1.4801 -5.0666 0.21
H 1.5769 2.7160 -3.7381 0.21
H -0.4308 1.1744 -3.7609 0.22
H 0.2650 0.8577 -2.2850 0.23
H 1.8012 -1.1229 -3.6308 0.16
H -0.3838 -2.3883 -6.5549 0.21
H 1.2226 -2.7403 -5.5051 0.22
H -1.7450 -2.9868 -4.3853 0.25
H -0.4869 -4.2042 -4.8355 0.23
H -0.6957 -3.4089 -2.2573 0.24
H 1.1158 -3.2121 -3.0141 0.18
H 0.9782 -0.4402 -1.1598 0.20
H 0.7822 -2.3544 -0.8242 0.21
H -0.7856 -1.4758 0.4048 0.18
H -1.7861 0.4686 -1.7650 0.20
H -2.4428 0.3423 -0.1789 0.20
H 1.5651 2.0347 0.1695 0.21
H 2.6802 2.5585 2.4162 0.17
H 2.8702 2.2465 4.6006 0.18
H 0.5547 0.9792 6.1206 0.17
H 3.2608 2.0869 6.7981 0.20
H 2.5065 0.9492 7.5987 0.21
H 1.7277 2.5182 7.7085 0.22
```

3.
This record from the OMol25 dataset describes a 16-piece molecular cluster, C38H26Br3Cl60FN2OS overall at a distorted geometry. The level of theory is ωB97M-V/def2-TZVPD.

Charge: 0
Multiplicity: 1
Energy (Eh): -37478.9274

Geometry as XYZ:
```
132
Properties=species:S:1:pos:R:3:mulliken_charge:R:1
C 5.4657 2.9018 -5.1267 -0.54
C 4.6727 3.1621 -3.7036 0.12
O 5.2373 4.0930 -2.8845 -0.31
N 3.3802 2.5053 -3.2723 0.23
C 3.5858 2.1713 -1.7952 -0.57
C 2.1678 3.3816 -3.4951 -0.15
C 2.2171 4.9266 -4.1263 -0.40
C 0.8568 5.8735 -4.3090 -0.43
C -0.5961 5.2594 -3.8620 0.45
C -1.9903 6.1202 -3.9533 -0.56
C -1.7003 7.7434 -3.6716 -0.19
C -1.5310 8.4696 -5.1400 -0.82
Br -3.2732 8.4835 -2.6319 -0.19
C -0.6500 3.7292 -3.2765 0.18
C 0.6810 2.7410 -3.0747 -0.66
N 0.5333 1.3358 -2.5349 0.70
C 0.0436 0.3512 -3.5733 0.48
C -0.0270 0.9304 -5.1053 -0.80
F -1.2671 -0.2739 -3.2794 -0.35
C -0.2669 1.2750 -1.2528 -0.45
C 0.3758 0.4621 0.0366 -0.37
C -0.4883 0.3877 1.4507 -0.02
C 0.1485 -0.3739 2.7625 -0.15
Br 2.1813 -0.5237 2.6753 -0.15
C -0.5800 -1.7985 3.1449 0.22
C 0.4585 -3.0513 2.8879 -0.61
Br -1.0597 -1.6966 5.1255 -0.06
C -1.9955 1.1094 1.5189 -0.16
C -2.6622 1.9310 0.2361 -0.44
C -1.7665 2.0061 -1.1350 0.65
S -2.2974 2.9390 -2.7163 -0.20
H 6.6068 3.2129 -4.9727 0.02
H 5.3516 1.8178 -5.5542 0.30
H 5.0380 3.7168 -5.8870 0.20
H 4.7163 1.9257 -1.5272 0.34
H 3.0018 1.1471 -1.6094 0.10
H 3.1386 3.0560 -1.1598 0.24
H 3.2235 5.4194 -4.4674 0.25
H 0.9995 6.9673 -4.7429 0.02
H -2.6825 5.7854 -3.0410 0.44
H -2.5767 5.9581 -4.9746 0.22
H -0.6990 7.8423 -3.0496 0.45
H -1.9099 7.8068 -6.0428 0.25
H -0.3874 8.7410 -5.3228 0.20
H -2.1555 9.4851 -5.1525 0.33
H 0.8362 -0.5411 -3.5921 0.21
H 1.0236 1.2483 -5.5170 0.22
H -0.8215 1.7778 -5.2648 0.25
H -0.3885 0.0194 -5.7869 0.26
H 1.4428 -0.0056 -0.1234 0.11
H -0.0460 0.3524 3.6891 0.33
H -1.5690 -1.8521 2.5077 0.31
H 0.8779 -3.0599 1.7782 0.31
H -0.2007 -4.0399 2.9761 -0.07
H 1.3090 -3.1359 3.7042 0.18
H -2.5702 1.0099 2.5592 0.20
H -3.7114 2.4685 0.2895 0.30
C 1.3995 1.0451 7.1111 0.17
Cl 1.7974 -0.6641 7.4188 0.00
Cl -0.3348 1.3156 7.4174 -0.06
Cl 2.3625 2.0832 8.1926 -0.11
Cl 1.7728 1.4459 5.4157 -0.06
C -3.7674 -4.9593 4.3839 0.18
Cl -4.9591 -6.2682 4.1811 -0.07
Cl -2.1366 -5.5798 4.0229 -0.06
Cl -4.1553 -3.6248 3.2690 -0.06
Cl -3.8184 -4.3646 6.0626 -0.08
C -8.2654 -4.1212 2.5066 0.18
Cl -9.0703 -2.9994 1.3805 0.05
Cl -7.4947 -3.1944 3.8187 0.00
Cl -9.4710 -5.2370 3.1965 -0.06
Cl -7.0256 -5.0541 1.6308 -0.11
C 1.4576 -4.6266 6.5738 0.13
Cl 0.1954 -4.1377 7.7323 -0.09
Cl 2.4961 -5.8696 7.3164 -0.05
Cl 0.6933 -5.2900 5.1074 0.08
Cl 2.4459 -3.2093 6.1391 0.02
C -9.0258 -2.1867 -2.5549 0.29
Cl -10.1196 -1.0474 -1.7302 -0.09
Cl -7.4269 -2.1491 -1.7695 -0.06
Cl -9.6981 -3.8336 -2.4547 -0.08
Cl -8.8585 -1.7166 -4.2653 -0.08
C 7.8703 6.2602 -1.4485 0.31
Cl 8.2683 4.5509 -1.1408 -0.10
Cl 6.1360 6.5306 -1.1422 -0.08
Cl 8.8333 7.2982 -0.3670 -0.10
Cl 8.2436 6.6609 -3.1439 -0.11
C -12.9712 -3.4740 2.7848 0.29
Cl -12.5732 -5.1832 3.0925 -0.09
Cl -14.7055 -3.2036 3.0911 -0.10
Cl -12.0082 -2.4360 3.8663 -0.07
Cl -12.5979 -3.0732 1.0894 -0.05
C -5.2806 0.5763 4.8375 0.18
Cl -4.7912 -1.0566 5.3556 0.02
Cl -4.3514 1.0439 3.3909 -0.17
Cl -7.0203 0.5810 4.4531 -0.07
Cl -4.9594 1.7371 6.1505 -0.10
C -2.0227 -2.7001 -6.9036 0.29
Cl -1.5333 -4.3330 -6.3855 -0.11
Cl -1.0935 -2.2325 -8.3502 -0.12
Cl -3.7624 -2.6953 -7.2880 -0.10
Cl -1.7015 -1.5393 -5.5906 -0.03
C -11.9255 -0.1154 -6.8916 0.31
Cl -11.6898 -0.0394 -5.1272 -0.02
Cl -10.6793 0.8685 -7.7002 -0.10
Cl -11.7929 -1.8065 -7.4363 -0.09
Cl -13.5400 0.5161 -7.3028 -0.10
C 10.0001 2.3138 -5.4521 0.26
Cl 10.5675 3.1591 -6.9143 -0.10
Cl 11.3142 1.2994 -4.8049 -0.05
Cl 9.5145 3.5107 -4.2249 -0.01
Cl 8.6044 1.2860 -5.8642 -0.09
C 11.5205 -2.7794 -4.0992 0.33
Cl 11.9184 -4.4886 -3.7915 -0.10
Cl 9.7862 -2.5090 -3.7930 -0.07
Cl 12.4834 -1.7414 -3.0177 -0.09
Cl 11.8937 -2.3786 -5.7947 -0.08
C 6.6148 -2.5105 5.7932 0.23
Cl 8.0977 -3.3863 5.3363 -0.10
Cl 5.4211 -3.6626 6.4433 -0.03
Cl 7.0027 -1.2932 7.0350 -0.08
Cl 5.9377 -1.7002 4.3582 -0.06
C 5.6475 -2.2922 11.0708 0.22
Cl 4.2548 -2.8952 12.0042 -0.10
Cl 5.4144 -2.6700 9.3452 0.09
Cl 5.7833 -0.5280 11.2794 -0.11
Cl 7.1375 -3.0757 11.6543 -0.11
C 3.2080 -9.1689 5.1613 0.31
Cl 3.4437 -9.0929 6.9257 -0.09
Cl 4.4542 -8.1850 4.3527 -0.08
Cl 3.3406 -10.8601 4.6166 -0.10
Cl 1.5935 -8.5374 4.7501 -0.04
```

4.
This record from the OMol25 dataset describes one molecule with the formula C4H5NO at a distorted geometry. The level of theory is ωB97M-V/def2-TZVPD.

Energy relative to the best compared isomer or geometry (same formula, charge and spin) (eV): 3.369
Structure (SMILES): N#C[C@@H]1C[C@@H]1O
Charge: 0
Multiplicity: 1

Geometry as XYZ:
```
11
Properties=species:S:1:pos:R:3:nbo_charge:R:1
N 2.5132 1.0198 0.3761 -0.33
C 1.5125 0.4805 0.6109 0.24
C 0.2675 -0.1781 0.8838 -0.47
C -0.4115 -1.0030 -0.4092 -0.35
C -0.9088 0.2936 0.0555 0.11
O -0.7256 1.3569 -0.8158 -0.69
H 0.3621 -1.2744 0.9860 0.33
H -1.0096 -1.8767 -0.1308 0.22
H 0.1832 -1.0774 -1.3017 0.24
H -1.8850 0.3378 0.5227 0.20
H 0.1839 1.6850 -0.7942 0.49
```

5.
This record from the OMol25 dataset describes one molecule with the formula C13H22N2O2. The level of theory is ωB97M-V/def2-TZVPD.

Energy relative to the best compared isomer or geometry (same formula, charge and spin) (eV): 1.158
Structure (SMILES): Cc1nccn1C[C@H](O)COC1CCCCC1
Charge: 0
Multiplicity: 1

Geometry as XYZ:
```
39
Properties=species:S:1:pos:R:3:nbo_charge:R:1
C 1.1416 -3.3791 -2.8371 -0.66
C 0.8754 -2.0944 -3.5313 0.35
N 1.5891 -1.6192 -4.5169 -0.46
C 1.0065 -0.4467 -4.8799 -0.09
C -0.0832 -0.2093 -4.0986 -0.12
N -0.1707 -1.2702 -3.2328 -0.35
C -1.1551 -1.4383 -2.2056 -0.23
C -0.6653 -0.9952 -0.8080 0.06
O -1.6542 -1.2947 0.1541 -0.72
C -0.3895 0.5191 -0.7650 -0.08
O 0.5349 0.8827 0.2211 -0.53
C 0.0293 0.9498 1.5543 0.09
C -0.5882 2.3215 1.8447 -0.42
C -1.0478 2.4017 3.2967 -0.40
C 0.1203 2.1437 4.2432 -0.40
C 0.7441 0.7818 3.9551 -0.40
C 1.2004 0.6974 2.5024 -0.41
H 1.9744 -3.8669 -3.3337 0.25
H 1.4033 -3.2158 -1.7922 0.22
H 0.2704 -4.0332 -2.8795 0.21
H 1.4084 0.1438 -5.6781 0.21
H -0.7982 0.5877 -4.0909 0.21
H -2.0421 -0.8521 -2.4629 0.22
H -1.4441 -2.4952 -2.1562 0.20
H 0.2751 -1.5128 -0.5663 0.17
H -1.8019 -2.2470 0.1811 0.47
H -1.3469 1.0400 -0.6393 0.17
H 0.0691 0.8222 -1.7098 0.20
H -0.7316 0.1724 1.6973 0.19
H -1.4333 2.4979 1.1760 0.20
H 0.1639 3.0878 1.6456 0.20
H -1.4776 3.3862 3.4930 0.21
H -1.8265 1.6549 3.4697 0.19
H -0.2237 2.1844 5.2789 0.21
H 0.8739 2.9226 4.1087 0.19
H 1.5952 0.6126 4.6177 0.21
H 0.0070 -0.0013 4.1486 0.19
H 1.6282 -0.2842 2.2921 0.21
H 1.9695 1.4455 2.3038 0.20
```

6.
This record from the OMol25 dataset describes a 2-piece molecular cluster, C8H8F3N3 overall at a distorted geometry. The level of theory is ωB97M-V/def2-TZVPD.

Energy relative to the best compared isomer or geometry (same formula, charge and spin) (eV): 6.085
Structure (SMILES): CC1=C/C(=N\F)[C@@H](F)C=C1.N=C=NF
Charge: 0
Multiplicity: 1

Geometry as XYZ:
```
22
Properties=species:S:1:pos:R:3:nbo_charge:R:1
C -0.7860 1.7319 1.1154 -0.65
C -0.2519 0.6038 0.2788 0.03
C 0.8684 0.7292 -0.4288 -0.27
C 1.5156 -0.4247 -1.0817 0.16
N 2.4199 -0.4356 -1.9687 -0.01
F 2.9450 0.8002 -2.3537 -0.25
C 1.1554 -1.8465 -0.6858 0.14
F 2.1713 -2.5220 0.0663 -0.36
C -0.0672 -1.8044 0.1770 -0.18
C -0.7795 -0.7028 0.5433 -0.20
H 0.1298 2.2121 1.4592 0.24
H -1.4381 2.4878 0.5668 0.24
H -1.5434 1.2837 1.8334 0.22
H 1.4483 1.6234 -0.5361 0.24
H 1.0550 -2.3539 -1.5815 0.21
H -0.4679 -2.7768 0.4079 0.22
H -1.7898 -0.7629 1.2067 0.23
N 5.0593 -0.6364 -0.8928 -0.63
C 4.9250 -0.0643 0.1724 0.57
N 4.8115 0.8492 0.9427 -0.16
F 5.4383 1.0022 2.1664 -0.20
H 4.5890 -1.3896 -1.3085 0.42
```

7.
This record from the OMol25 dataset describes a 10-piece molecular cluster, C2H23NO10 overall at a distorted geometry. The level of theory is ωB97M-V/def2-TZVPD.

Energy relative to the best compared isomer or geometry (same formula, charge and spin) (eV): 3.745
Structure (SMILES): NCC=O.O.O.O.O.O.O.O.O.O
Charge: 0
Multiplicity: 1

Geometry as XYZ:
```
36
Properties=species:S:1:pos:R:3:nbo_charge:R:1
N 0.1180 1.2030 -1.9382 -0.91
C -0.9715 1.4878 -0.9529 -0.37
C -0.7607 0.7214 0.3425 0.46
O -1.6645 0.6115 1.1325 -0.57
H -0.2085 1.4770 -2.8569 0.38
H 0.8983 1.7843 -1.6036 0.42
H -2.0065 1.4085 -1.2709 0.24
H -0.7340 2.5183 -0.6806 0.24
H 0.1564 0.1031 0.4783 0.10
O 2.5619 -0.2041 -1.0556 -0.94
H 2.1682 -1.0771 -1.1864 0.48
H 1.7076 0.1875 -0.8091 0.47
O -1.3670 -1.1363 -2.8066 -0.94
H -0.5754 -1.6582 -2.8069 0.46
H -0.9915 -0.2516 -2.6788 0.47
O 0.2371 -2.4365 2.3754 -0.95
H 0.0585 -1.5034 2.5294 0.47
H 0.2788 -2.8700 3.2327 0.48
O 1.7760 3.2192 -0.9524 -0.98
H 2.3992 2.8222 -0.3319 0.50
H 1.7486 4.1685 -0.7527 0.50
O 0.8930 -4.3990 -1.3680 -0.96
H 0.9206 -3.9735 -0.5124 0.49
H 0.8825 -3.8377 -2.1336 0.47
O 0.6837 2.4066 2.1139 -0.95
H -0.0302 1.7976 2.3437 0.47
H 1.3917 1.7943 1.8627 0.48
O 3.2063 1.3189 1.0264 -1.02
H 3.8863 1.2243 1.6811 0.49
H 3.2066 0.6587 0.3190 0.51
O -2.8902 -1.3032 2.9538 -0.94
H -3.4461 -0.5207 2.8576 0.47
H -2.3111 -1.3086 2.1849 0.48
O -4.0620 -1.5998 -0.3663 -0.95
H -3.9166 -1.2629 0.5170 0.47
H -3.2435 -1.5704 -0.8873 0.48
```

8.
This record from the OMol25 dataset describes C21H33AlCl3F9N2OSi as an isolated structure at a distorted geometry. The level of theory is ωB97M-V/def2-TZVPD.

Charge: 0
Multiplicity: 1
Energy (Eh): -3815.6539

Geometry as XYZ:
```
71
Properties=species:S:1:pos:R:3:mulliken_charge:R:1
C 5.1510 -0.8457 1.2069 -1.22
C 4.4407 0.3367 0.4991 0.34
C 4.3425 1.6268 1.3514 -1.04
C 3.1449 2.5264 0.9098 0.95
C 2.3097 2.9615 2.1320 -0.52
C 1.0770 3.7778 1.7349 -0.89
Si -0.2627 2.6536 1.0064 -0.14
C -1.9676 3.0114 1.7455 -0.86
C -3.0180 2.2059 0.9590 -0.31
N -4.2496 1.9320 1.6970 0.10
C -4.0431 1.1944 2.9508 -0.75
C -3.3555 -0.1904 2.8317 -0.76
C -5.2528 1.3198 0.8572 0.35
C -4.9152 0.1884 -0.1191 -0.71
O -6.3909 1.7409 0.9054 -0.57
C -0.2729 2.7302 -0.9418 0.86
F 0.8780 3.3560 -1.3201 -0.27
F -1.2884 3.5202 -1.3880 -0.33
C -0.4523 1.3316 -1.6147 0.85
F -0.2796 0.2995 -0.7727 -0.33
F -1.7374 1.2577 -2.0332 -0.32
C 0.4269 1.0761 -2.8553 0.39
F 1.7017 1.1658 -2.5765 -0.22
F 0.2298 -0.2130 -3.2236 -0.26
F 0.0239 1.8230 -3.8756 -0.27
H 6.0618 -1.0729 0.6512 0.30
H 5.3746 -0.6445 2.2545 0.39
H 4.5411 -1.7510 1.1357 0.33
H 3.4313 0.0254 0.1124 0.19
H 5.0498 0.6169 -0.3553 0.31
H 4.3120 1.4159 2.4257 0.35
H 5.2573 2.1916 1.1456 0.18
H 2.5626 2.0034 0.1494 -0.78
H 3.5499 3.4397 0.4690 0.40
H 2.9868 3.6497 2.7152 -0.05
H 2.0723 2.1397 2.8119 0.67
H 0.6357 4.2461 2.6130 0.33
H 1.3498 4.5764 1.0389 0.57
H 0.0818 1.2938 1.4806 -0.10
H -2.1990 4.0788 1.7271 0.39
H -1.8758 2.7230 2.7959 0.36
H -3.3027 2.8221 0.1013 0.46
H -2.5282 1.3128 0.5339 -0.10
H -5.0432 1.0158 3.3572 0.50
H -3.5595 1.8340 3.6860 0.44
H -2.7776 -0.3249 1.9154 0.13
H -2.6387 -0.2801 3.6509 0.29
H -4.0839 -0.9997 2.8700 0.31
H -3.8640 -0.0940 -0.0492 0.13
H -5.5185 -0.6738 0.1592 0.31
H -5.0954 0.5372 -1.1344 0.28
N 3.0339 -4.3447 -1.4884 -0.54
C 2.7997 -3.0375 -1.5415 -0.53
C 1.5887 -2.4800 -1.9831 0.17
C 0.5824 -3.3368 -2.3941 -0.42
C 0.8095 -4.6973 -2.3469 0.27
C 2.0546 -5.1522 -1.8845 -0.32
H 3.6154 -2.3987 -1.2208 0.55
H 1.4601 -1.4131 -1.9988 0.23
H -0.3649 -2.9456 -2.7430 0.45
H 0.0454 -5.4021 -2.6562 -0.09
H 2.2714 -6.2131 -1.8256 0.38
C -2.7037 -6.8235 -4.2813 -0.16
Cl -1.7030 -7.1000 -5.7012 -0.10
Cl -1.7602 -6.8668 -2.8138 -0.10
H -3.1966 -5.8667 -4.3648 0.26
H -3.5069 -7.6470 -4.2101 0.38
Al 3.9789 3.7371 4.4799 0.33
Cl 1.5352 4.1545 5.0442 -0.50
F -4.7024 -7.2447 -3.3331 -0.50
F 2.9613 0.0624 -1.2271 -0.42
```